Entry 1:
{"formula": "H6S3", "method": "ωB97M-V with the def2-TZVPD basis set", "species": ["S", "H", "H", "S", "H", "H", "S", "H", "H"], "positions_angstrom": [[-1.97, 3.40, -0.41], [-2.46, 2.53, 0.47], [-3.18, 3.74, -0.86], [2.43, 0.51, -0.39], [3.02, -0.58, -0.91], [1.40, 0.47, -1.26], [-0.40, -3.81, 0.73], [-0.80, -3.64, 2.00], [0.50, -2.82, 0.81]], "lowdin_spin": [-0.0001, 0.0000, 0.0000, 0.4445, 0.0157, 0.0152, 0.4938, 0.0184, 0.0126], "multiplicity": 2, "homo_energy_ev": [-12.15, -12.15], "total_charge": 1}

Entry 2:
{"formula": "H6Si5", "method": "ωB97M-V with the def2-TZVPD basis set", "species": ["Si", "Si", "Si", "Si", "Si", "H", "H", "H", "H", "H", "H"], "positions_angstrom": [[1.02, -1.68, -1.14], [-1.31, 0.53, -0.04], [1.57, -1.83, 1.09], [0.62, 0.32, 1.24], [-0.88, -0.67, -2.07], [1.48, 0.79, -0.99], [1.75, -2.78, -1.87], [-2.47, 0.06, 0.48], [-1.71, 1.86, -0.81], [-0.47, -2.19, 0.71], [0.93, 1.88, 1.64]], "mulliken_charge": [0.2329, 0.2953, -0.0437, 0.1699, 0.0774, -0.1772, -0.1298, -0.1650, -0.0952, -0.1378, -0.0266], "multiplicity": 1, "homo_energy_ev": -8.00, "total_charge": 0}

Entry 3:
{"formula": "H72O36", "method": "ωB97M-V with the def2-TZVPD basis set", "species": ["O", "H", "H", "O", "H", "H", "O", "H", "H", "O", "H", "H", "O", "H", "H", "O", "H", "H", "O", "H", "H", "O", "H", "H", "O", "H", "H", "O", "H", "H", "O", "H", "H", "O", "H", "H", "O", "H", "H", "O", "H", "H", "O", "H", "H", "O", "H", "H", "O", "H", "H", "O", "H", "H", "O", "H", "H", "O", "H", "H", "O", "H", "H", "O", "H", "H", "O", "H", "H", "O", "H", "H", "O", "H", "H", "O", "H", "H", "O", "H", "H", "O", "H", "H", "O", "H", "H", "O", "H", "H", "O", "H", "H", "O", "H", "H", "O", "H", "H", "O", "H", "H", "O", "H", "H", "O", "H", "H"], "positions_angstrom": [[-4.29, -22.81, -8.69], [-5.04, -22.22, -8.71], [-4.41, -23.38, -9.45], [-11.15, -16.95, -4.40], [-11.89, -17.54, -4.54], [-10.47, -17.51, -4.02], [-1.78, -18.46, -6.97], [-1.72, -19.26, -7.49], [-0.91, -18.37, -6.57], [-10.12, -20.43, -7.09], [-10.23, -20.66, -6.17], [-9.71, -21.20, -7.49], [-4.10, -20.97, -2.68], [-4.76, -21.65, -2.59], [-3.29, -21.43, -2.90], [-10.36, -21.68, -3.22], [-11.14, -21.31, -3.64], [-9.64, -21.15, -3.54], [-3.68, -21.00, -6.69], [-2.77, -21.03, -6.42], [-3.72, -21.54, -7.48], [-4.37, -13.72, -2.57], [-4.75, -14.37, -1.97], [-4.67, -12.88, -2.23], [-4.79, -12.53, -8.49], [-4.59, -12.35, -7.57], [-5.08, -13.44, -8.49], [-9.21, -23.06, -5.96], [-8.34, -22.74, -6.18], [-9.08, -23.99, -5.76], [-11.51, -16.39, -8.89], [-10.90, -15.79, -8.45], [-12.17, -15.82, -9.29], [-7.14, -16.66, -3.66], [-7.15, -17.30, -2.94], [-7.61, -15.91, -3.31], [-6.37, -18.90, -2.00], [-6.17, -19.83, -1.92], [-5.87, -18.49, -1.29], [-9.36, -15.10, -1.94], [-9.10, -14.39, -1.35], [-9.89, -14.67, -2.61], [-6.13, -22.86, -3.44], [-6.52, -23.72, -3.56], [-6.85, -22.30, -3.16], [-5.18, -14.47, -5.34], [-5.03, -14.31, -4.41], [-4.63, -15.22, -5.55], [-1.94, -17.25, -3.36], [-2.55, -16.82, -3.96], [-2.47, -17.46, -2.59], [-5.97, -18.09, -8.77], [-6.73, -17.86, -9.30], [-6.20, -17.81, -7.88], [-4.74, -15.78, -0.80], [-4.20, -16.57, -0.79], [-5.63, -16.10, -0.62], [-7.69, -20.67, -4.15], [-6.95, -20.08, -3.95], [-7.55, -20.93, -5.05], [-11.88, -18.35, -7.03], [-11.57, -17.54, -7.43], [-11.08, -18.85, -6.84], [-8.14, -17.30, -10.15], [-8.61, -16.57, -9.76], [-8.80, -17.99, -10.25], [-3.58, -12.30, -5.72], [-4.28, -12.93, -5.56], [-3.10, -12.26, -4.89], [-9.41, -18.49, -2.79], [-9.72, -18.52, -1.88], [-8.69, -19.12, -2.81], [-6.03, -20.89, -9.04], [-6.30, -21.15, -9.92], [-6.23, -19.96, -9.00], [-6.74, -22.28, -6.54], [-6.29, -21.53, -6.93], [-6.03, -22.87, -6.29], [-10.46, -14.79, -6.32], [-11.03, -14.06, -6.05], [-10.69, -15.51, -5.73], [-7.57, -16.42, -0.36], [-7.78, -15.86, 0.39], [-8.22, -16.19, -1.03], [-7.38, -13.36, -6.67], [-8.03, -13.97, -6.32], [-6.57, -13.58, -6.21], [-4.94, -19.60, -5.04], [-4.41, -20.12, -5.65], [-4.79, -20.01, -4.19], [-5.26, -15.14, -8.35], [-5.48, -16.00, -8.72], [-5.57, -15.19, -7.44], [-2.35, -15.16, -9.10], [-2.50, -14.88, -10.00], [-3.19, -15.51, -8.81], [-3.75, -16.83, -5.61], [-3.07, -17.07, -6.25], [-4.10, -17.67, -5.31], [-9.19, -14.96, -8.82], [-9.03, -14.04, -9.05], [-9.32, -14.95, -7.87], [-3.07, -18.12, -9.76], [-2.34, -18.72, -9.91], [-3.23, -18.18, -8.81], [-6.82, -17.51, -6.21], [-6.47, -18.39, -6.10], [-6.75, -17.11, -5.35]], "mulliken_charge": [-0.7257, 0.3291, 0.3175, -0.6394, 0.2953, 0.3292, -0.5031, 0.2265, 0.2222, -0.6433, 0.2310, 0.2941, -0.5832, 0.3108, 0.2397, -0.6125, 0.3175, 0.1874, -0.5437, 0.2512, 0.3269, -0.6077, 0.3259, 0.3096, -0.6417, 0.2843, 0.4453, -0.5987, 0.3653, 0.2473, -0.6710, 0.3761, 0.2270, 0.3852, -0.1451, 0.0089, -0.5603, 0.1996, 0.1224, -0.6384, 0.2927, 0.2635, -0.6998, 0.2870, 0.2289, -0.3248, 0.2452, 0.2541, -0.6104, 0.3841, 0.2549, -0.6252, 0.5313, 0.3659, -0.6507, 0.2981, 0.3467, 0.6470, -0.1159, -0.0684, -0.6227, 0.3674, 0.3814, -0.6606, 0.3303, 0.3110, -0.6952, 0.4789, 0.2881, -0.5368, 0.1969, 0.2150, -0.4858, 0.2168, 0.2848, -0.4534, 0.0182, 0.3000, -0.5476, 0.2468, 0.3456, -0.6623, 0.2329, 0.3462, -0.6099, 0.2848, 0.2152, -0.1961, 0.3141, 0.0999, -0.2828, 0.2781, 0.0727, -0.6181, 0.2902, 0.3039, -0.5271, 0.1251, 0.2559, -0.6426, 0.2937, 0.3131, -0.5796, 0.2507, 0.2810, -0.1352, -0.0449, -0.0039], "multiplicity": 1, "homo_energy_ev": -8.87, "total_charge": 0}

Calculated E in order - -32592.4794, -39476.5100, -74882.7484 eV
Calculated max |F| in order - 0.32, 3.54, 1.67 eV/A